1.
The ion C4H10N4 with charge +2, computed with ωB97M-V/def2-TZVPD.

Values from the calculation:
E_tot   -376.65603 a.u.
2S+1   1
Charge   +2
F_max   0.0276 hartree/bohr
Relative energy (zero: lowest compared OMol25 entry of this formula, charge and spin)   92.4 kcal/mol
Gap between HOMO and LUMO (alpha / beta)   7.75 / 7.93 eV

Each atom is followed by the atoms it is bonded to, with distances in Å.
Geometry (Å):
1 C 0.829 1.228 -0.515  C4 1.390, N5 1.287, H9 1.089
2 C -1.433 -0.671 0.027  N6 1.289, N7 1.283
3 C -1.396 1.790 0.237  N5 1.375, N6 1.462, H10 1.105, H11 1.104
4 C 1.172 0.124 0.256  C1 1.390, N8 1.463, H12 1.078
5 N -0.190 2.003 -0.389  C1 1.287, C3 1.375
6 N -2.020 0.471 0.147  C2 1.289, C3 1.462, H13 1.027
7 N -1.816 -1.827 -0.378  C2 1.283, H14 1.014, H15 1.024
8 N 2.439 -0.562 0.004  C4 1.463, H16 1.033, H17 1.031, H18 1.037
9 H 1.535 1.549 -1.279  C1 1.089
10 H -1.310 2.074 1.301  C3 1.105
11 H -2.111 2.520 -0.181  C3 1.104
12 H 0.748 -0.054 1.232  C4 1.078
13 H -3.043 0.537 0.218  N6 1.027
14 H -1.259 -2.656 -0.203  N7 1.014
15 H -2.694 -2.002 -0.875  N7 1.024
16 H 2.584 -0.740 -1.003  N8 1.033
17 H 2.497 -1.459 0.510  N8 1.031
18 H 3.237 0.017 0.325  N8 1.037

Atom charges from the natural (NBO) analysis, given in e for atoms 1 to 5: number 1, C, carries -0.01; number 2, C, carries 0.62; number 3, C, carries -0.12; number 4, C, carries -0.04; number 5, N, carries -0.23



2.
A cluster of 2 separate species, C4H10N4O in total, computed with ωB97M-V/def2-TZVPD.

Values from the calculation:
SMILES   [H]/N=C(/C)C=O.N/C=N/N
E_tot   -452.58765 a.u.
2S+1   1
F_max   0.0798 hartree/bohr
Relative energy (zero: lowest compared OMol25 entry of this formula, charge and spin)   69.1 kcal/mol
Gap between HOMO and LUMO   8.92 eV

Each atom is followed by the atoms it is bonded to, with distances in Å.
Geometry (Å):
1 H 0.345 -1.064 -2.036  N2 1.026
2 N -0.400 -0.359 -2.048  H1 1.026, C3 1.287
3 C -0.146 0.614 -1.244  N2 1.287, C4 1.499, C5 1.670
4 C -1.092 1.772 -1.129  C3 1.499, H7 1.093, H8 1.094, H9 1.092
5 C 1.261 0.723 -0.351  C3 1.670, O6 1.225, H10 1.100
6 O 1.495 1.796 0.191  C5 1.225
7 H -1.026 2.378 -2.037  C4 1.093
8 H -2.115 1.399 -1.029  C4 1.094
9 H -0.875 2.409 -0.270  C4 1.092
10 H 2.026 0.089 -0.825  C5 1.100
11 N -0.986 0.115 1.896  C12 1.349, H15 1.012, H16 1.017
12 C -0.424 -0.893 1.197  N11 1.349, N13 1.322, H17 1.098
13 N 0.887 -1.023 1.086  C12 1.322, N14 1.375
14 N 1.260 -2.232 0.550  N13 1.375, H18 1.022, H19 1.019
15 H -1.929 0.385 1.647  N11 1.012
16 H -0.360 0.891 2.093  N11 1.017
17 H -1.133 -1.608 0.758  C12 1.098
18 H 2.274 -2.341 0.486  N14 1.022
19 H 0.939 -3.050 1.066  N14 1.019

Atom charges from the natural (NBO) analysis, given in e for atoms 1 to 5: number 1, H, carries 0.34; number 2, N, carries -0.63; number 3, C, carries 0.23; number 4, C, carries -0.70; number 5, C, carries 0.38



What did the first record say?
The ion C4H10N4 with charge +2, computed with ωB97M-V/def2-TZVPD.

Values from the calculation:
E_tot   -376.65603 a.u.
2S+1   1
Charge   +2
F_max   0.0276 hartree/bohr
Relative energy (zero: lowest compared OMol25 entry of this formula, charge and spin)   92.4 kcal/mol
Gap between HOMO and LUMO (alpha / beta)   7.75 / 7.93 eV

Each atom is followed by the atoms it is bonded to, with distances in Å.
Geometry (Å):
1 C 0.829 1.228 -0.515  C4 1.390, N5 1.287, H9 1.089
2 C -1.433 -0.671 0.027  N6 1.289, N7 1.283
3 C -1.396 1.790 0.237  N5 1.375, N6 1.462, H10 1.105, H11 1.104
4 C 1.172 0.124 0.256  C1 1.390, N8 1.463, H12 1.078
5 N -0.190 2.003 -0.389  C1 1.287, C3 1.375
6 N -2.020 0.471 0.147  C2 1.289, C3 1.462, H13 1.027
7 N -1.816 -1.827 -0.378  C2 1.283, H14 1.014, H15 1.024
8 N 2.439 -0.562 0.004  C4 1.463, H16 1.033, H17 1.031, H18 1.037
9 H 1.535 1.549 -1.279  C1 1.089
10 H -1.310 2.074 1.301  C3 1.105
11 H -2.111 2.520 -0.181  C3 1.104
12 H 0.748 -0.054 1.232  C4 1.078
13 H -3.043 0.537 0.218  N6 1.027
14 H -1.259 -2.656 -0.203  N7 1.014
15 H -2.694 -2.002 -0.875  N7 1.024
16 H 2.584 -0.740 -1.003  N8 1.033
17 H 2.497 -1.459 0.510  N8 1.031
18 H 3.237 0.017 0.325  N8 1.037

Atom charges from the natural (NBO) analysis, given in e for atoms 1 to 5: number 1, C, carries -0.01; number 2, C, carries 0.62; number 3, C, carries -0.12; number 4, C, carries -0.04; number 5, N, carries -0.23



Which value of E_tot does entry 2 give? -452.58765 a.u.



What is the formula in the first record? C4H10N4



Look up the F_max of the second one. 0.0798 hartree/bohr